(1)
Formula: C5H12O2
Source: the OMol25 dataset
Level of theory: ωB97M-V with the def2-TZVPD basis set

HOMO energy ... -9.34 eV
Relative energy (zero: lowest compared OMol25 entry of this formula, charge and spin) ... 1.389 eV
SMILES ... C1CCOCC1.O
Multiplicity ... 1
HOMO-LUMO gap ... 10.05 eV

Each line ends with the Mulliken charge.
Cartesian coordinates (Å):
C: 0.7523 1.2563 0.4898  -0.6203
C: 0.1326 2.4201 -0.2248  -0.5356
C: -1.4245 2.5291 0.0623  -0.4317
O: -2.0081 1.2709 -0.3814  -0.3919
C: -1.5491 0.0882 0.2750  -0.4755
C: 0.0000 0.0000 0.0000  -0.2516
H: 0.6913 1.2853 1.5947  0.3146
H: 1.8192 1.1503 0.2142  0.2979
H: 0.3680 2.2928 -1.2989  0.2855
H: 0.6243 3.3502 0.1197  0.3231
H: -1.8914 3.3998 -0.4372  0.2629
H: -1.6810 2.5808 1.1379  0.3010
H: -2.1485 -0.7868 -0.0420  0.2999
H: -1.6253 0.1672 1.3765  0.2963
H: 0.4841 -0.8034 0.5879  0.0493
H: 0.1045 -0.2574 -1.0716  0.2973
O: 1.8087 -3.1161 1.1309  -0.6600
H: 2.2465 -2.3021 1.4684  0.3182
H: 1.1383 -3.3394 1.8158  0.3207

=====

(2)
Formula: C29H35Cl2I2NO2P2STeV
Source: the OMol25 dataset
Level of theory: ωB97M-V with the def2-TZVPD basis set

HOMO energy (spin up / spin down) ... -7.06 / -7.53 eV
Relative energy (zero: lowest compared OMol25 entry of this formula, charge and spin) ... 0.601 eV
Multiplicity ... 4
HOMO-LUMO gap (spin up / spin down) ... 6.38 / 6.86 eV

Each line ends with the Mulliken charge.
Cartesian coordinates (Å):
V: 0.3475 0.1555 -0.0858  0.2262
Cl: -2.1355 4.2210 1.6585  -0.2512
C: -0.4290 4.0508 1.3695  0.6472
C: 0.4221 5.1067 1.7190  -0.5345
C: 1.7697 5.0094 1.5172  0.5973
Cl: 2.7997 6.3440 1.9416  -0.2850
C: 2.3290 3.8234 0.9875  -0.1912
C: 3.7039 3.6230 0.7333  -0.8649
C: 4.1335 2.4317 0.2214  -1.3981
C: 3.2006 1.4097 -0.0089  -0.5055
N: 1.9157 1.5610 0.2255  1.3305
C: 1.4552 2.7615 0.6771  0.0069
C: 0.0307 2.8674 0.8010  -0.1200
O: -0.7340 1.9008 0.4043  -0.7075
H: -0.0016 6.0055 2.1447  0.4970
H: 4.4000 4.4238 0.9412  0.4376
H: 5.1747 2.2590 -0.0096  0.4447
H: 3.5130 0.4576 -0.4225  0.4063
C: 2.9926 -1.5998 1.7042  -1.4122
P: 1.5699 -1.9431 0.5937  1.8706
C: 2.2832 -3.2028 -0.5107  -1.3308
C: 0.4550 -2.8837 1.7086  -0.0359
C: 0.5925 -4.2545 1.9118  -0.6589
C: -0.2326 -4.9209 2.8040  -0.8174
C: -1.2058 -4.2252 3.5074  -0.7916
C: -1.3584 -2.8633 3.3050  -0.7598
C: -0.5382 -2.1844 2.4074  0.2203
P: -0.7354 -0.4077 2.0452  1.6526
C: -2.5307 -0.1064 2.1438  -1.2459
C: -0.1441 0.4493 3.5479  -1.5348
H: 3.1477 -2.4211 2.4045  0.4889
H: 2.8263 -0.6762 2.2586  0.2372
H: 3.8906 -1.4764 1.0968  0.4290
H: 2.8939 -3.9258 0.0318  0.4986
H: 2.9052 -2.6906 -1.2480  0.2794
H: 1.4842 -3.7183 -1.0399  0.2891
H: 1.3430 -4.8131 1.3687  0.3215
H: -0.1210 -5.9883 2.9439  0.4329
H: -1.8500 -4.7451 4.2047  0.4216
H: -2.1271 -2.3253 3.8476  0.3924
H: -3.0700 -0.8838 1.6045  0.2948
H: -2.7226 0.8568 1.6698  0.2175
H: -2.8736 -0.0761 3.1791  0.4859
H: -0.5434 -0.0107 4.4529  0.4629
H: -0.4735 1.4891 3.4952  0.3946
H: 0.9451 0.4372 3.5862  0.2311
I: 0.8584 -0.7651 -2.8719  0.1210
I: 3.7496 -0.5803 -3.4383  -0.5409
Te: -1.7101 -0.9657 -1.5757  -0.1249
C: -1.7374 -3.0679 -1.2705  0.6302
C: -2.5801 -3.5704 -0.2830  -0.3446
C: -2.6694 -4.9373 -0.0646  -0.6353
C: -1.9085 -5.8161 -0.8230  -0.6068
C: -1.0706 -5.3189 -1.8099  -0.3825
C: -0.9893 -3.9508 -2.0387  -0.6308
H: -3.1863 -2.8970 0.3115  0.2529
H: -3.3319 -5.3145 0.7037  0.4334
H: -1.9748 -6.8826 -0.6508  0.3965
H: -0.4834 -5.9963 -2.4173  0.4174
H: -0.3500 -3.5779 -2.8294  0.3784
C: -3.1542 4.1350 -2.3763  -1.1622
C: -1.6352 4.1476 -2.3227  -0.3241
S: -0.9590 2.4774 -2.4813  0.7070
O: 0.4851 2.5701 -2.1221  -0.6613
C: -1.0288 2.3272 -4.2935  -0.5957
C: 0.0476 3.1372 -4.9955  -1.1275
H: -3.5433 5.1420 -2.2263  0.3981
H: -3.5596 3.4949 -1.5932  0.2548
H: -3.5244 3.7774 -3.3386  0.3008
H: -1.2690 4.4724 -1.3485  0.0410
H: -1.1862 4.7843 -3.0853  0.3838
H: -2.0420 2.6081 -4.5887  0.3697
H: -0.9149 1.2594 -4.4868  0.3239
H: -0.2042 4.1965 -5.0416  0.2861
H: 0.1799 2.7798 -6.0163  0.3936
H: 0.9941 3.0299 -4.4654  0.2781

=====

(3)
Formula: C4H12NO3
Source: the OMol25 dataset
Level of theory: ωB97M-V with the def2-TZVPD basis set

HOMO energy ... -4.39 eV
Relative energy (zero: lowest compared OMol25 entry of this formula, charge and spin) ... 0.560 eV
Multiplicity ... 1
HOMO-LUMO gap ... 8.42 eV
Charge ... -1

Each line ends with the Mulliken charge.
Cartesian coordinates (Å):
C: -1.1563 -0.1674 -0.4132  -0.8886
C: -1.1691 0.1590 1.1087  0.7065
C: -2.3904 1.0590 1.4519  -1.4754
O: 0.0411 0.6747 1.4360  -0.7275
N: -0.5080 -1.4627 -0.6761  -0.4715
C: 0.8926 -1.5876 -0.2191  -0.4601
O: 1.6382 -0.4109 -0.1971  -0.8369
H: -0.5417 0.6713 -0.7530  0.2466
H: -2.1617 -0.2336 -0.8338  0.4580
H: -1.4354 -0.7448 1.7116  0.0677
H: -3.2403 0.3670 1.4755  0.3649
H: -2.3461 1.5702 2.4071  0.3626
H: -2.6361 1.7953 0.6790  0.3103
H: 0.8272 0.1480 0.7461  0.4569
H: -0.4651 -1.4719 -1.6652  0.2562
H: 1.4499 -2.3143 -0.8256  0.3828
H: 0.8399 -2.0543 0.7853  0.2235
H: 1.5478 1.7149 -2.3177  0.2664
H: 2.4534 0.7638 -1.4015  0.4538
O: 2.4448 1.4715 -2.1294  -0.6960